1.
The following is a DFT calculation (the ωB97M-V functional and the def2-TZVPD basis) of a 7-piece molecular cluster, C55H64BCl2N8O20 overall at a distorted geometry.

## Properties
Net charge   -1
E_tot   -136637.9904 eV
Highest occupied orbital energy   -4.798 eV

Each line ends with the Mulliken charge.
CARTESIAN COORDINATES (ANGSTROEM)
C -1.11087 2.92455 3.10862  -0.331
C -0.34244 -2.25583 -4.36436  -0.530
C 0.15908 2.98177 5.60474  -0.696
O 1.80926 0.97157 2.38698  -0.688
C -2.56087 2.66543 -7.13988  -0.512
H 5.18812 -1.47319 -2.86653  -0.162
O 0.30287 -0.00822 -10.16994  -0.589
H -0.22835 -1.70442 0.29908  0.080
H -2.16447 -8.12986 0.58241  0.291
C -1.28051 8.37576 5.50248  0.093
H 5.40888 4.66849 -4.25430  0.222
H 0.32161 1.06020 -1.67282  0.096
C -1.30367 8.02842 4.14469  -0.222
H 2.49428 -1.87988 -5.30906  0.365
H -2.39654 -1.27234 -3.74735  0.256
C 1.26997 -6.99401 3.88618  -0.037
C 2.41965 -1.02644 -2.36981  0.656
H 6.46554 3.71261 -3.39870  0.191
C -2.61538 -7.60031 -0.25414  -0.254
C 2.35885 -0.10188 -3.72135  0.784
C 1.16472 -9.45856 5.21344  -0.467
B 3.94642 1.65801 -3.25503  0.950
H 1.28784 -1.20454 -2.04306  -0.620
H -4.14453 3.15151 -8.51941  0.354
C -4.97429 6.21265 10.99007  -0.380
C 0.22995 1.50547 -2.75285  -0.129
O 3.74860 0.37991 -4.01969  -0.888
C -3.11176 -8.31483 -1.34613  -0.484
C 1.72550 -7.10222 5.20165  -0.575
Cl 5.94408 1.44256 0.81523  -0.289
H 4.08532 3.04435 -5.09037  -0.088
H 1.69353 1.77456 4.70902  0.456
C -3.68257 -7.62029 -2.42157  0.113
H 0.42774 -2.92773 -3.79496  -0.122
H -2.67824 6.65957 8.52418  0.416
C -1.69106 3.61423 4.17511  -0.435
H 2.89032 -6.26662 -0.65325  0.265
C -2.05488 8.79645 3.25294  -0.580
C -3.27171 -5.51835 -1.30372  -0.146
H 2.39807 -4.81563 0.56862  0.013
H -1.37777 -2.96339 1.10703  0.371
C 0.74751 2.28644 4.54660  -0.264
H -3.12434 1.93275 -10.41084  0.425
H -4.21396 -5.67044 -3.22821  0.455
H -6.76684 5.02416 10.84307  0.365
C 1.92592 -0.86339 -5.11866  -1.489
H 0.64839 3.00926 6.57602  0.377
H -3.01300 3.21098 -6.31335  0.403
O -5.09265 4.38362 6.38934  -0.590
C -3.82673 6.66860 10.33941  -0.587
N -0.51324 7.55743 6.44910  1.132
C 0.70364 -9.36206 3.89910  -0.394
C 0.31376 -1.08560 -5.30627  0.472
C -2.73794 10.25208 5.06443  -0.472
H -0.63389 0.95187 -3.32447  0.211
H 2.26183 1.54817 -0.73990  0.004
C -3.57705 6.29577 9.01727  -0.022
C -1.05448 3.64522 5.41704  -0.224
H 5.82860 -2.86736 -0.79289  0.251
H 6.59021 -3.68224 -2.31381  0.321
C -5.87625 5.37776 10.32823  -0.440
O -1.34536 0.61089 -11.47895  -0.611
C -1.34731 2.00197 -6.95218  0.197
H 5.67905 1.97421 -4.85485  0.098
C -2.77124 9.90229 3.71345  -0.378
O 0.40503 -6.92583 1.28470  -0.489
H 5.68012 -5.80503 -1.43526  0.282
C 4.68548 -2.54415 -2.84301  -0.118
H -3.36007 10.49478 3.01528  0.372
O 4.46114 -4.82070 0.01244  -0.377
H -0.07602 -3.52122 -0.18032  0.117
O -0.15393 -9.04720 1.31345  -0.599
C 3.11056 1.97365 -0.05544  -0.557
H 1.12824 -10.41338 5.73357  0.362
H 2.98601 1.51102 1.03511  0.413
N 0.73746 1.55797 2.17465  1.096
C -1.43192 -1.72131 -3.25456  0.111
H 0.15614 -1.44176 -6.43501  0.500
C 4.63872 1.64477 -0.53756  -0.361
H 3.03485 3.15462 0.10276  0.361
H -3.33138 -4.43246 -1.28087  0.468
H 1.77901 2.83686 -5.07297  0.258
C -3.19745 2.63444 -8.38182  -0.448
H -1.50661 4.19078 6.24357  0.410
C -1.99255 9.48995 5.96621  -0.354
H -0.75097 7.16962 3.77009  0.472
C 3.23524 -5.59988 0.24442  -0.277
H 0.18714 0.79476 -7.84790  0.614
C -2.61726 1.94475 -9.44830  -0.415
O 2.70715 2.44598 -3.18874  -1.048
H 2.12283 -6.22833 5.71320  0.375
Cl 6.75149 1.07487 -2.38490  -0.259
O -1.69922 3.23720 -4.18255  -0.211
C -1.39508 1.28601 -9.25916  -0.082
H -6.35295 4.35187 8.50205  0.440
C -2.69324 -6.20684 -0.23603  -0.377
C -1.99163 -2.42426 -1.08793  0.820
H 2.96225 -0.54032 -1.45418  0.256
C 0.76404 -8.12806 3.23701  -0.014
C 4.89062 -4.90988 -1.41947  -0.285
H -0.32412 -0.08537 -5.21597  -0.631
O -4.10586 -9.60148 -3.55440  -0.598
O 0.11863 6.59098 5.99698  -0.594
O -4.65016 -7.71269 -4.52893  -0.591
H -0.92101 -1.02671 -2.45724  -0.161
H 2.58104 -3.10917 -3.50897  0.057
C 3.06458 -2.52648 -2.58639  -0.023
H -2.63814 4.13130 4.03751  0.416
C -3.76899 -6.22185 -2.40256  -0.681
N -4.18309 -8.36419 -3.58371  0.975
H 1.31807 -6.02904 3.38590  0.424
H -1.97941 9.77375 7.01647  0.428
C 1.68204 1.42112 -3.57906  0.406
H 2.72831 -3.15956 -1.63181  -0.190
H 4.87391 -2.99371 -3.93276  0.262
C -0.75888 1.30664 -8.01032  -0.423
H 2.27092 -0.14364 -6.00636  0.281
C 5.54727 -3.44987 -1.78268  -0.670
O -0.17130 2.94891 -2.72358  -0.192
H -2.08459 8.53105 2.19831  0.386
N 0.30451 -8.02586 1.84674  1.003
C 4.86164 2.60032 -4.29893  -0.455
N 5.43070 3.84627 -3.58902  -0.596
O -3.05368 -1.66469 -0.75588  -0.624
N -4.24591 5.09114 6.95368  0.979
C -4.48980 5.46588 8.35173  -0.085
H -1.61795 2.91255 2.14609  0.489
N -0.76893 0.57817 -10.38227  0.995
H -0.94614 -2.99338 -5.08312  0.397
C 1.67625 -8.33223 5.85987  -0.363
H 2.03979 -8.41366 6.88281  0.364
H -3.29654 11.11708 5.41513  0.366
O -1.89566 -2.92703 -2.49201  -0.230
O 0.16103 1.59068 1.07797  -0.472
O -0.54453 7.87703 7.64615  -0.652
H -3.04351 -9.40051 -1.34509  0.448
C -5.63874 5.00045 9.00502  -0.363
H -0.85800 2.02947 -5.98090  0.151
H -3.12773 7.31780 10.86238  0.399
H 3.99756 -5.13262 -2.15012  0.250
H 3.43109 -6.25138 1.22425  0.176
C 0.11132 2.26580 3.29776  -0.105
C 4.95672 1.51353 -1.98162  0.737
O -3.20869 5.50764 6.41664  -0.503
N -1.49559 3.05963 -2.99305  0.006
H -5.16754 6.51062 12.01918  0.366
H 0.30794 -10.24907 3.40922  0.427
H -2.29974 -5.65374 0.61511  0.391
C -0.85914 -2.68482 0.07567  -0.737
O 1.25194 1.98972 -4.89922  -0.084

***

2.
The following is a DFT calculation (the ωB97M-V functional and the def2-TZVPD basis) of a 2-piece molecular cluster, C3H9N2O overall at a distorted geometry.

## Properties
Energy above the lowest of the compared OMol25 structures with the same formula, charge and spin   601.7 kJ/mol
Net charge   +1
E_tot   -8272.8378 eV
Highest occupied orbital energy   -12.868 eV

Each line ends with the Mulliken charge.
CARTESIAN COORDINATES (ANGSTROEM)
H 1.56746 1.92526 0.06328  0.309
C 1.74879 1.25121 0.99570  -0.310
C 0.55551 -0.85804 -0.41751  -0.271
O -1.25703 0.52216 -0.41150  -0.415
H 0.59343 2.28118 2.29643  0.268
H 1.08403 -1.71807 -0.82450  0.286
H -1.49686 -2.58122 -1.50708  0.359
H -2.58159 -1.77250 -0.71626  0.311
H -0.90116 1.32727 -0.81801  0.334
H -2.06402 -1.20351 -2.37994  0.290
N 1.17030 1.51322 2.11474  -0.141
H 2.32224 0.41461 0.78565  0.389
N -0.64029 -0.67365 -0.80446  0.107
H 1.59485 1.13182 2.99314  0.297
C -1.69567 -1.55974 -1.36967  -0.812

***

3.
The following is a DFT calculation (the ωB97M-V functional and the def2-TZVPD basis) of C3H3FO in the gas phase at a distorted geometry.

## Properties
SMILES   O=C1C[C@@H]1F
Energy above the lowest of the compared OMol25 structures with the same formula, charge and spin   146.2 kJ/mol
E_tot   -7921.7793 eV
Highest occupied orbital energy   -9.750 eV

Each line ends with the Mulliken charge.
CARTESIAN COORDINATES (ANGSTROEM)
C -0.52438 -0.04886 -0.11620  -0.522
H -0.16238 0.96473 -0.28063  0.240
O -1.46165 -0.30648 2.21952  -0.505
C -0.65029 -0.35640 1.29982  0.467
F 1.01255 -1.91615 0.57562  -0.270
C 0.59244 -0.60693 0.71027  0.054
H -1.19395 -0.64987 -0.79219  0.268
H 1.40121 0.12749 0.92019  0.268

***

4.
The following is a DFT calculation (the ωB97M-V functional and the def2-TZVPD basis) of C8H10O2 in the gas phase at a distorted geometry.

## Properties
Multiplicity   3
Energy above the lowest of the compared OMol25 structures with the same formula, charge and spin   365.9 kJ/mol
Expectation value of S²   2.019
E_tot   -12542.8924 eV
Highest occupied orbital energy (alpha / beta)   -3.448 / -8.884 eV

Each line ends with the Mulliken charge.
CARTESIAN COORDINATES (ANGSTROEM)
C 1.95817 0.48633 -0.47593  0.805
H -1.55802 0.20565 -1.84890  0.268
C 1.34199 1.40915 0.23489  -0.314
H -2.20914 1.73649 -1.28754  0.459
H 0.48727 2.82083 1.57231  0.348
C -2.23554 -1.87251 0.65089  -1.096
C 0.40824 1.85102 1.05321  -0.403
C 2.81076 -0.60965 0.16980  -1.229
C -1.44305 0.54800 0.26296  0.908
H 2.25070 -1.25874 0.83421  0.313
H 3.48026 -0.00447 0.83251  0.284
H -0.57307 1.64736 -1.34440  0.311
H 1.83755 1.28792 -2.21857  0.317
C -1.71705 -0.67805 0.47632  -0.014
H 3.46108 -1.17453 -0.47865  0.336
H -3.35672 -1.83934 0.79789  0.228
O 2.23547 0.59762 -1.75510  -0.404
H -1.80030 -2.85195 0.38271  0.284
C -1.43227 1.10084 -1.15810  -1.152
O -0.91481 1.34948 1.26299  -0.248

***

5.
The following is a DFT calculation (the ωB97M-V functional and the def2-TZVPD basis) of a 2-piece molecular cluster, C5H11NO overall at a distorted geometry.

## Properties
SMILES   C=NC(=C)CC.O
Energy above the lowest of the compared OMol25 structures with the same formula, charge and spin   349.0 kJ/mol
E_tot   -8898.0797 eV
Highest occupied orbital energy   -8.323 eV

Each line ends with the Mulliken charge.
CARTESIAN COORDINATES (ANGSTROEM)
N -1.42728 -0.39871 -1.71786  -0.524
H -0.75108 2.90299 -0.62405  0.317
C -0.87436 -1.01207 -2.67527  -0.312
H -1.36024 -1.34207 -3.58970  0.257
C -0.52776 2.33005 0.29055  -1.063
H -0.98591 3.01899 1.01011  0.333
O 2.08147 -2.42452 3.01384  -0.619
H -2.30960 0.99492 0.15474  0.314
H 1.08227 -1.43541 -0.47469  0.390
H 1.30590 0.30954 -0.01383  0.132
H 2.39364 -3.06035 3.68323  0.307
H 2.97087 -2.34268 2.62431  0.311
H 0.54428 2.45196 0.45104  0.324
C -0.66285 -0.10698 -0.57465  0.806
H -1.11466 0.60100 1.33082  0.267
C 0.64281 -0.44836 -0.41560  -1.008
H 0.22123 -1.02563 -2.78572  0.273
C -1.22874 0.98733 0.31271  -0.504

***

6.
The following is a DFT calculation (the ωB97M-V functional and the def2-TZVPD basis) of C2HF3 in the gas phase at a distorted geometry.

## Properties
SMILES   FC=C(F)F
Energy above the lowest of the compared OMol25 structures with the same formula, charge and spin   22.0 kJ/mol
E_tot   -10241.0716 eV
Highest occupied orbital energy   -10.055 eV

Each line ends with the Mulliken charge.
CARTESIAN COORDINATES (ANGSTROEM)
F 0.86329 -1.47964 -0.40313  -0.216
F -0.82744 1.55319 0.27638  -0.215
C -0.56277 0.21496 0.14305  0.389
H 1.45898 0.39271 -0.43136  0.357
C 0.66657 -0.19604 -0.15872  -0.121
F -1.59863 -0.48517 0.57377  -0.194

***

7.
The following is a DFT calculation (the ωB97M-V functional and the def2-TZVPD basis) of C6H13NO as an isolated structure at a distorted geometry.

## Properties
Multiplicity   2
Energy above the lowest of the compared OMol25 structures with the same formula, charge and spin   432.1 kJ/mol
Expectation value of S²   0.759
Net charge   +1
E_tot   -9957.8802 eV
Highest occupied orbital energy (alpha / beta)   -15.183 / -15.207 eV

Each line ends with the Mulliken charge.
CARTESIAN COORDINATES (ANGSTROEM)
H -2.87069 -1.17127 -0.63333  0.372
C -2.19018 -0.48183 -0.06995  -0.971
H -2.73118 0.47081 0.15922  0.284
H 3.31335 -0.19987 -0.75461  0.284
H 0.69928 1.19075 -1.31802  0.387
H 2.42196 -1.67644 -0.73793  0.311
C -0.18813 1.79283 0.40406  -1.149
H -1.25817 2.34382 0.19329  0.259
H -0.24330 1.18833 1.40169  0.301
O -0.23851 -1.07297 1.81401  -0.293
H -0.81241 -1.20789 -1.36953  0.383
H -1.82660 -1.02619 0.78177  0.353
C 0.87527 -1.03393 1.14500  -0.306
N 2.36760 -0.64876 -0.78472  -0.450
H 1.69975 -1.73567 1.36244  0.461
H -1.45351 0.22606 -1.98817  0.361
C -1.04268 -0.20866 -1.01233  -0.954
C 0.18053 0.61135 -0.52746  0.706
H 0.62287 2.54259 0.56230  0.350
C 1.27510 -0.11718 0.09719  0.131
H 1.39966 0.21412 1.27510  0.179